No. 1
The following is a quantum chemistry calculation of a structure of composition C13H17BeN3O2, from the OMol25 dataset.

Structure (XYZ):
```
36
Properties=species:S:1:pos:R:3:forces:R:3
C -0.439457 2.839901 -0.525831 -0.622 2.471 -0.547
C 0.450907 3.300480 0.761712 -0.633 1.866 0.005
H -0.185631 1.869139 -1.023459 -0.391 0.659 -0.136
H -0.243777 3.567306 -1.327845 0.067 -0.194 0.432
H -1.502133 2.867560 -0.258346 0.461 -0.259 -0.099
H 1.228583 3.985687 0.413472 -0.067 -0.381 0.228
H -0.203172 3.818026 1.466277 -0.101 -0.137 -0.271
H 0.935261 2.499320 1.392442 -0.150 1.321 -0.043
C -1.051562 -0.094566 -2.252975 0.392 -1.363 -0.279
C -1.527438 -1.091202 -3.121954 0.171 0.503 0.356
C -0.946700 -2.356024 -3.054342 0.375 0.340 0.247
C 0.035882 -2.588094 -2.089709 0.069 0.238 0.419
H -1.459805 0.914027 -2.278976 0.031 -0.124 -0.116
H -2.313792 -0.834874 -3.825634 0.102 -0.217 0.048
H -1.243911 -3.148911 -3.739010 0.068 0.186 0.169
H 0.528800 -3.553184 -2.013512 -0.342 0.092 -0.127
N -0.105108 -0.333489 -1.348049 -0.161 -0.232 0.241
C 0.390913 -1.573847 -1.169914 -0.841 0.172 -1.122
C 1.197489 -1.867556 0.050553 0.852 -0.520 1.575
N 1.328753 -0.918480 0.997486 1.233 -0.142 -1.323
C 2.014990 -1.111439 2.115439 0.019 -1.351 -0.501
C 2.278858 -3.426495 1.565002 0.066 0.028 -0.176
C 2.475874 -2.387815 2.472132 -0.226 0.627 -0.225
H 2.181645 -0.245447 2.750710 -0.215 -0.092 0.033
H 2.949363 -2.528067 3.436696 0.025 -0.151 -0.120
C 1.704922 -3.157867 0.326630 -0.507 0.545 -0.389
H 1.575402 -3.922795 -0.433758 0.200 -0.111 0.415
H 2.576529 -4.445950 1.808032 0.025 0.267 -0.058
Be 0.521574 1.661339 0.264648 1.761 -4.317 -0.188
C 2.119878 1.451084 -0.392454 0.043 0.017 0.115
H 2.263368 0.457959 -0.825519 0.163 0.331 0.013
H 2.866865 1.597151 0.404248 0.120 -0.042 -0.293
H 2.295584 2.207169 -1.174189 0.244 -0.055 0.068
O -1.430504 -1.056953 1.017353 0.421 1.722 0.082
N -0.671384 -0.244683 1.510171 -1.302 -1.133 1.299
O -0.645003 0.953904 0.970573 -1.349 -0.566 0.269
```
Positions in Å, forces in eV/Å.

Output
HOMO level: -7.739 eV
Energy above the lowest of the compared OMol25 structures with the same formula, charge and spin: 330.0 kJ/mol
Spin multiplicity: 1
Frontier orbital gap: 0.2927 Eh

=====

No. 2
The following is a quantum chemistry calculation of a structure of composition C13H17CdNS, from the OMol25 dataset.

Structure (XYZ):
```
33
Properties=species:S:1:pos:R:3:forces:R:3
C 1.098089 -1.025465 -2.096834 0.408 -0.017 -0.073
C 0.328439 2.283818 -2.055511 -0.196 0.136 0.379
C -0.233470 -0.826708 -1.406137 -0.102 -0.576 0.905
H 0.937263 -1.655463 -2.988992 0.114 0.095 0.095
C -0.944172 2.167877 -1.666562 0.077 0.269 -0.030
H 0.964377 3.060356 -1.600626 -0.468 -0.234 -0.186
H -0.576320 -1.802919 -1.022277 0.176 -0.012 -0.540
H -1.364057 2.906636 -0.973957 0.354 -0.223 -0.098
C -1.302777 -0.302932 -2.357637 -0.619 0.059 0.049
H -2.132716 -1.034857 -2.374648 0.196 0.399 -0.028
H -0.902528 -0.304469 -3.381102 -0.069 -0.117 0.267
C 1.853189 0.255136 -2.523530 0.152 -0.249 0.022
H 2.589471 -0.041546 -3.287574 -0.157 0.124 0.193
H 2.446824 0.622963 -1.674168 -0.140 0.017 -0.039
C 1.034219 1.443093 -3.081307 0.625 0.046 -0.374
H 0.366049 1.119142 -3.891169 0.162 0.124 0.282
H 1.777083 2.116677 -3.550255 -0.323 -0.290 0.037
C -1.911190 1.091964 -2.083627 -0.314 -0.194 -0.319
H -2.461119 1.385136 -3.001305 0.181 0.067 0.391
H -2.686941 1.009465 -1.303921 0.268 -0.011 -0.150
Cd 0.170280 -0.078225 0.594692 -0.405 0.708 -0.562
H 1.754305 -1.588842 -1.408843 -0.019 0.051 -0.451
S 0.646002 1.488576 2.469101 0.242 0.530 -0.209
C 0.228281 0.131122 3.434653 -0.179 -1.017 0.308
C 0.288701 0.106653 4.844020 -0.119 -0.267 -0.182
C -0.041728 -1.065351 5.519999 0.105 0.230 -0.487
C -0.424264 -2.195148 4.782866 -0.192 -0.257 -0.624
C -0.491556 -2.107691 3.385757 0.372 0.689 0.584
N -0.153776 -0.973519 2.734682 -0.222 -0.524 0.788
H 0.616758 1.017671 5.337406 -0.133 -0.278 0.108
H 0.001877 -1.110129 6.609536 0.020 0.029 -0.324
H -0.665612 -3.145949 5.260774 0.030 0.383 -0.060
H -0.808965 -2.947065 2.756506 0.175 0.310 0.328
```
Positions in Å, forces in eV/Å.

Output
HOMO level: -8.024 eV
Energy above the lowest of the compared OMol25 structures with the same formula, charge and spin: 0.0 kJ/mol
Spin multiplicity: 1
Frontier orbital gap: 0.3089 Eh

=====

No. 3
The following is a quantum chemistry calculation of a structure of composition C13H17CeIN2, from the OMol25 dataset.

Structure (XYZ):
```
34
Properties=species:S:1:pos:R:3:forces:R:3
C 2.957168 3.685651 1.445921 -0.402 -0.132 0.156
C 4.079463 2.706139 1.105248 0.126 0.438 0.242
H 2.633580 4.278859 0.577023 0.218 -0.064 0.255
H 3.244631 4.372796 2.264304 -0.111 -0.275 -0.512
H 2.053174 3.159697 1.829995 0.856 0.374 -0.308
H 3.748760 1.920863 0.419895 -0.036 -0.206 -0.354
H 4.921505 3.221306 0.628841 -0.176 -0.246 0.043
H 4.456156 2.207195 1.997944 0.024 0.016 0.012
C -2.497179 1.338891 -0.158428 0.293 -0.529 -0.845
C -3.764599 1.202403 -0.732739 0.520 -0.195 0.157
C -3.998888 0.096767 -1.561163 0.186 0.304 0.175
C -3.010799 -0.871704 -1.739922 1.008 -0.284 0.087
H -2.244381 2.095385 0.607366 -0.221 -0.219 -0.722
H -4.534930 1.943441 -0.526393 0.146 -0.276 0.001
H -4.962701 -0.019614 -2.050657 0.134 -0.039 0.158
H -3.196133 -1.794794 -2.293136 -0.235 0.505 0.150
N -1.475546 0.497736 -0.518497 -0.515 -0.791 0.374
C -1.723228 -0.675458 -1.211798 -0.872 1.456 0.270
C -0.634012 -1.688390 -1.257790 0.958 -1.155 -0.169
N 0.543137 -1.423613 -0.594246 -0.497 -0.406 0.197
C 1.483146 -2.411419 -0.452117 -0.795 0.307 -0.679
C 0.206199 -3.901979 -1.852642 0.007 0.573 0.133
C 1.367512 -3.637240 -1.116627 0.025 0.290 0.243
H 2.337527 -2.201893 0.209718 -0.341 -0.018 -0.496
H 2.182283 -4.364739 -1.042085 -0.418 0.266 0.004
C -0.815820 -2.943714 -1.880337 0.471 0.822 0.504
H -1.756901 -3.135872 -2.370298 0.111 -0.221 -0.136
H 0.090959 -4.836612 -2.401933 0.019 0.210 0.243
Ce 0.623788 0.807323 0.570973 -0.310 0.741 1.404
I -0.173927 2.694281 2.842434 -0.239 -0.272 -0.959
C -0.413115 -0.403852 2.125893 -0.420 -0.590 1.220
H 0.215011 -1.296587 2.276656 0.274 0.130 -0.201
H -1.391608 -0.743862 1.775206 0.091 0.108 -0.132
H -0.550221 0.122612 3.083397 0.122 -0.623 -0.517
```
Positions in Å, forces in eV/Å.

Output
HOMO level (alpha / beta): -15.094 / -15.094 eV
Energy above the lowest of the compared OMol25 structures with the same formula, charge and spin: 116.7 kJ/mol
Spin multiplicity: 1
Frontier orbital gap (alpha / beta): 0.2105 / 0.2104 Eh
Net charge: +2

=====

No. 4
The following is a quantum chemistry calculation of the molecule C13H17Cl3N2O2, from the OMol25 dataset.

Structure (XYZ):
```
37
Properties=species:S:1:pos:R:3:forces:R:3
C 2.122713 -2.173689 -0.563221 3.223 0.828 -1.542
C 2.021854 -3.126240 -1.903386 -2.021 5.827 2.283
C 0.635406 -3.446220 -2.312678 -1.718 8.780 6.575
C -0.050137 -2.039929 -2.848757 -1.821 -0.627 5.696
C -1.430044 -2.166551 -3.428180 -2.243 -6.347 4.820
C -2.255624 -0.959881 -3.660793 2.083 0.426 -5.193
C -3.194010 -0.307637 -2.468709 8.517 -0.238 -4.125
O -2.333125 -0.217905 -1.427441 2.276 -0.054 5.651
C -1.334940 0.644394 -1.231384 -6.998 4.907 -16.755
O -1.124601 1.561265 -2.201966 -1.233 -4.254 3.071
C -0.636467 0.981122 -0.236808 1.604 -11.055 11.868
N 0.044448 1.873270 0.092804 6.352 10.995 0.084
C 0.921920 2.180784 1.016854 -3.170 -6.455 4.184
Cl 1.551500 3.603129 1.350135 1.814 4.189 -0.318
C 0.919406 1.220662 2.189976 1.317 2.329 -3.957
Cl 2.066378 1.344860 3.496412 -0.952 0.075 -0.688
C 0.183133 0.063098 1.917241 4.977 -2.288 8.241
N 0.371027 -0.954403 2.951297 -2.424 -1.612 -1.327
C -0.444279 -0.149793 0.828000 -5.658 -1.452 -5.327
Cl -1.410704 -1.729678 0.935157 0.682 1.237 -0.914
H 1.844502 -1.053787 -0.804048 -0.038 -2.397 0.921
H 1.668276 -2.711051 0.320895 0.290 1.152 -0.904
H 3.377065 -2.052599 -0.376937 -3.506 -0.512 -0.187
H 2.632755 -2.675637 -2.619166 0.697 0.885 -1.565
H 2.509272 -3.892651 -1.587992 2.938 -5.439 1.705
H 0.150696 -3.736103 -1.353625 -0.361 -0.469 -1.224
H 0.722557 -4.012546 -3.037026 -0.208 -6.262 -6.792
H -0.121804 -1.209257 -1.908050 0.704 -2.417 -2.682
H 0.465687 -1.661301 -3.618480 2.890 1.689 -2.535
H -2.106410 -2.659800 -2.526803 1.602 0.265 -1.509
H -1.332222 -3.173136 -4.074091 -0.899 2.770 0.198
H -1.206963 -0.407861 -4.128472 -3.819 0.542 0.995
H -2.895713 -1.339326 -4.577537 0.721 1.625 1.640
H -3.741028 -1.082161 -2.344598 -4.886 -4.233 1.408
H -3.336733 0.557216 -2.922138 -2.161 4.145 -1.339
H 1.135131 -0.998557 3.590581 0.445 0.808 -0.137
H -0.107535 -1.914525 2.883169 0.983 2.637 -0.320
```
Positions in Å, forces in eV/Å.

Output
SMILES string: CCCCCCCOC(=O)c1nc(Cl)c(Cl)c(N)c1Cl
HOMO level: -9.048 eV
Energy above the lowest of the compared OMol25 structures with the same formula, charge and spin: 1259.0 kJ/mol
Spin multiplicity: 1
Frontier orbital gap: 0.2850 Eh

=====

No. 5
The following is a quantum chemistry calculation of the molecule C13H17ClN2O2S, from the OMol25 dataset.

Structure (XYZ):
```
36
Properties=species:S:1:pos:R:3:forces:R:3
O -1.378298 0.275167 -1.466831 -12.334 2.906 3.068
S -0.140516 0.001919 -1.776039 13.830 -0.085 -6.294
O 0.362698 0.244117 -3.199089 -1.164 -0.966 4.488
N 0.209926 -1.545399 -1.401781 -1.968 0.457 0.152
N -0.283353 -1.839518 0.018931 15.920 7.285 -2.337
C -1.273534 -2.372226 0.110963 -12.028 -6.527 -0.770
C -2.199438 -2.690305 -0.908744 -0.775 4.977 -7.306
C -3.590349 -1.596829 -1.049526 0.037 -5.652 0.651
C -4.237832 -1.534723 0.398182 1.298 2.218 -3.120
C -3.166161 -0.684291 1.098989 -7.001 -2.805 9.403
C -2.316416 -1.425764 2.076348 -1.783 -3.337 2.107
C -1.783374 -2.637067 1.410990 3.651 -5.574 4.894
C 0.953040 0.908761 -0.612644 2.816 1.452 -0.241
C 0.539881 1.056378 0.911997 -0.584 -3.317 -12.031
C 1.397723 1.691588 1.497022 5.576 4.896 13.325
C 2.765546 2.122399 1.324865 -2.658 -0.904 -3.342
Cl 3.645999 2.961753 2.543107 -0.201 -0.493 -0.545
C 3.080524 1.968784 -0.015252 1.906 1.381 -1.424
C 2.237326 1.465298 -1.091385 -5.714 -1.503 11.726
H 1.172388 -1.489026 -1.695589 1.060 -1.444 1.235
H -2.700673 -3.535699 -0.991546 -1.679 -4.358 0.764
H -1.691954 -2.580626 -2.056654 -1.288 -0.272 3.270
H -3.103676 -0.778753 -1.468951 -0.276 1.745 -0.347
H -4.266363 -2.177159 -1.800479 1.230 1.209 1.138
H -4.333661 -2.557462 0.785776 -0.585 0.611 0.013
H -5.147093 -0.872499 0.240973 0.599 -1.422 0.743
H -3.796690 -0.113867 2.001559 1.298 -0.256 -2.719
H -2.752711 -0.067599 0.515492 3.383 4.782 -4.306
H -1.697043 -0.870365 2.739132 1.191 0.751 -0.332
H -2.911767 -2.018127 2.909013 0.078 1.836 -1.363
H -0.702116 -3.127544 2.005988 -3.134 1.622 -1.230
H -2.446490 -3.649925 1.515887 1.172 2.817 -0.751
H -0.344996 0.635744 0.804645 -4.364 -1.451 2.077
H 1.110056 1.801147 2.763507 0.684 0.042 -3.346
H 4.034029 2.402647 -0.389160 -0.479 -0.447 0.453
H 2.484548 1.437552 -1.991720 2.285 -0.175 -7.705
```
Positions in Å, forces in eV/Å.

Output
SMILES string: O=S(=O)(NN=C1CCCCCC1)c1ccc(Cl)cc1
HOMO level: -9.183 eV
Spin multiplicity: 1
Frontier orbital gap: 0.3385 Eh

=====

No. 6
The following is a quantum chemistry calculation of a structure of composition C13H17F13IN2O2S2, from the OMol25 dataset.

Structure (XYZ):
```
50
Properties=species:S:1:pos:R:3:forces:R:3
C 4.511265 -3.387784 0.632400 0.023 -0.064 -0.046
N 3.905404 -3.074728 -0.670162 0.058 0.309 0.264
C 2.544784 -2.552005 -0.607542 -0.001 -0.369 -0.124
C 2.487005 -1.064394 -0.779633 -0.129 0.462 0.358
N 2.049384 -0.257626 0.146133 0.331 -0.689 -0.156
C 1.937340 1.165143 -0.162132 -0.670 0.416 -0.263
C 2.072669 2.091272 1.066145 0.606 -0.020 0.070
C 3.002240 1.692295 2.219887 -0.318 -0.022 0.012
O 2.607507 0.388706 2.675336 0.025 0.111 -0.014
C 0.514446 1.406683 -0.778964 0.288 -0.248 0.072
C -0.603728 0.812872 0.084254 0.134 -0.186 0.017
C -1.948735 1.522173 -0.053502 -0.079 0.200 -0.002
F -1.756283 2.859239 -0.248056 -0.053 -0.316 0.092
F -2.639961 1.389561 1.107669 0.084 0.032 -0.234
C -2.824918 1.017793 -1.251375 0.091 0.026 -0.159
F -3.592065 2.009009 -1.728019 0.159 -0.185 0.096
F -1.946827 0.660110 -2.235327 -0.204 0.150 0.172
C -3.705454 -0.250370 -0.963264 -0.028 -0.213 -0.025
F -3.815213 -0.943213 -2.107809 0.070 0.100 0.135
F -3.019400 -1.010391 -0.079039 -0.048 0.068 -0.082
C -5.164526 0.099888 -0.484769 0.138 -0.085 -0.173
F -5.114661 1.145026 0.334152 -0.008 0.085 0.207
F -5.830195 0.443786 -1.582768 -0.200 0.059 -0.010
S -6.116012 -1.297686 0.415422 0.158 -0.060 -0.013
F -4.997867 -1.245259 1.551579 -0.174 -0.018 -0.025
F -5.261419 -2.380705 -0.382118 -0.100 0.002 0.117
F -7.223885 -1.367107 -0.705901 0.095 0.028 0.124
F -6.975221 -0.229686 1.204097 0.044 -0.124 -0.113
F -6.832119 -2.457551 1.198608 0.114 0.214 -0.130
C 2.958825 1.373019 -1.332383 0.174 -0.032 -0.184
O 2.554565 2.261959 -2.301984 -0.131 -0.036 0.098
I 4.999206 1.867405 -0.759600 -0.063 -0.031 0.094
S 3.042763 -0.276095 -2.180998 -0.132 0.123 0.012
H 4.121187 -2.763083 1.444306 0.049 0.009 -0.001
H 5.589809 -3.232552 0.578591 -0.104 -0.025 -0.029
H 4.344349 -4.436885 0.881887 -0.069 0.081 0.037
H 4.514817 -2.452229 -1.183900 -0.082 -0.092 -0.132
H 1.911993 -3.010025 -1.381542 0.087 0.137 0.040
H 2.087092 -2.806304 0.353724 0.064 0.000 -0.078
H 1.804487 -0.608933 1.065512 0.034 0.129 0.183
H 1.089506 2.252057 1.507218 -0.062 -0.053 -0.161
H 2.397818 3.062582 0.674916 -0.039 -0.039 0.133
H 4.054252 1.710312 1.945587 0.004 -0.139 -0.070
H 2.858772 2.419630 3.025640 -0.010 0.001 -0.126
H 2.962431 0.240171 3.558631 -0.042 -0.012 -0.064
H 0.403883 2.481986 -0.904111 -0.064 -0.027 0.030
H 0.469807 0.960123 -1.773606 0.017 0.120 0.053
H -0.370291 0.835515 1.153559 -0.030 0.141 -0.082
H -0.734586 -0.239650 -0.176516 -0.100 0.091 0.095
H 2.675760 3.175943 -2.010231 0.096 -0.010 -0.011
```
Positions in Å, forces in eV/Å.

Output
HOMO level: -12.697 eV
Spin multiplicity: 1
Frontier orbital gap: 0.3229 Eh
Net charge: +1

=====

| no. | molar mass (Da) | energy (eV) |
| --- | --- | --- |
| 1 | 256.3 | -22719.2708 |
| 2 | 331.8 | -30645.6093 |
| 3 | 468.3 | -37749.1974 |
| 4 | 339.6 | -58387.4331 |
| 5 | 300.8 | -44177.0476 |
| 6 | 671.3 | -85921.9706 |